(1)
DFT (ωB97M-V/def2-TZVPD) results for a 12-piece molecular cluster, C76H164N8O12 overall at a distorted geometry.

As for the gap between HOMO and LUMO: 6.9 eV. Its total charge is +4. As for the LUMO energy: -0.2202 Eh. Its total energy is -117926.6269 eV.

Last column: Löwdin charge in e.
Element x y z (Å)
C  -1.83874  -1.54962  4.30083  -0.07
C  -2.00698  -0.25298  3.48469  -0.24
C  -2.29292  0.92637  4.39087  -0.08
N  -2.29428  2.37193  3.67915  -0.21
C  -3.42835  2.35989  2.61540  -0.12
C  -3.61633  3.71315  1.92558  -0.14
C  -2.27639  3.97073  1.18902  -0.16
C  -1.02594  3.97003  2.14733  -0.13
C  -0.97515  2.62762  2.95578  -0.08
C  -2.48040  3.43956  4.75551  0.04
H  -2.60546  -1.76156  5.04602  0.07
H  -0.85057  -1.51974  4.75988  0.07
H  -1.84763  -2.33978  3.55004  0.05
H  -2.79267  -0.33383  2.73353  0.09
H  -1.10323  -0.05998  2.90666  0.09
H  -1.53108  0.89750  5.16988  0.13
H  -3.29837  0.68630  4.73658  0.13
H  -3.31493  1.56229  1.88118  0.11
H  -4.35533  2.07457  3.11280  0.13
H  -4.41865  3.50333  1.21822  0.13
H  -3.93346  4.44044  2.67296  0.11
H  -2.21691  3.16188  0.46078  0.10
H  -2.32868  4.88494  0.59778  0.11
H  -0.20323  3.95161  1.43255  0.10
H  -0.90082  4.91399  2.67779  0.11
H  -0.87101  1.80589  2.24726  0.12
H  -0.26793  2.64716  3.78498  0.12
H  -1.72545  3.25295  5.51927  0.11
H  -3.47002  3.30337  5.19163  0.12
H  -2.33493  4.43475  4.33534  0.10
C  -1.91088  1.50676  -4.75132  -0.10
C  -3.03783  0.61904  -5.23509  -0.21
C  -3.12445  -0.83725  -4.58851  -0.08
N  -4.05471  -1.87967  -5.25102  -0.22
C  -3.88019  -3.16658  -4.44321  -0.12
C  -4.57080  -3.12759  -3.11421  -0.17
C  -6.04499  -2.60135  -3.16170  -0.14
C  -6.21539  -1.30096  -3.99104  -0.15
C  -5.55398  -1.43949  -5.38130  -0.07
C  -3.53929  -2.23425  -6.67942  0.04
H  -1.95353  2.47814  -5.24398  0.07
H  -0.98876  1.03468  -5.09035  0.08
H  -1.94984  1.64910  -3.67135  0.07
H  -3.05922  0.58869  -6.32446  0.10
H  -4.01277  1.00703  -4.94007  0.10
H  -3.62608  -0.78877  -3.62201  0.11
H  -2.10232  -1.18363  -4.74142  0.13
H  -2.81387  -3.31863  -4.27605  0.13
H  -4.38329  -3.95444  -5.00381  0.15
H  -4.06055  -2.60544  -2.30481  0.09
H  -4.66519  -4.12993  -2.69645  0.11
H  -6.45858  -2.63301  -2.15370  0.09
H  -6.59142  -3.36909  -3.70950  0.12
H  -5.93982  -0.33738  -3.56246  0.11
H  -7.29662  -1.16679  -4.02343  0.12
H  -5.74120  -0.59820  -6.04858  0.14
H  -6.15621  -2.25061  -5.79059  0.13
H  -2.55022  -2.67854  -6.56782  0.11
H  -3.44663  -1.30852  -7.24734  0.09
H  -4.27669  -2.89828  -7.13042  0.11
C  -6.05290  -2.34738  4.82361  -0.10
C  -5.63753  -2.68721  3.44228  -0.25
C  -6.15107  -4.08782  3.01331  -0.10
N  -5.77550  -4.48591  1.57619  -0.18
C  -6.04086  -6.07793  1.35441  -0.01
C  -7.59702  -6.30779  1.11008  -0.14
C  -8.30388  -5.31584  0.13972  -0.17
C  -8.04978  -3.80808  0.45428  -0.14
C  -6.54904  -3.68334  0.45114  -0.13
C  -4.30000  -4.11789  1.34297  0.00
H  -5.65094  -3.16337  5.42418  0.08
H  -7.14024  -2.42322  4.82989  0.09
H  -5.79002  -1.37648  5.24356  0.08
H  -4.56558  -2.52487  3.32976  0.08
H  -6.07380  -1.97392  2.74300  0.11
H  -7.23768  -4.17279  3.02579  0.12
H  -5.79636  -4.91088  3.63367  0.13
H  -5.74649  -6.66118  2.22692  0.12
H  -5.46748  -6.37261  0.47549  0.12
H  -8.03494  -6.42377  2.10148  0.11
H  -7.79291  -7.28916  0.67806  0.12
H  -9.37423  -5.49095  0.24838  0.11
H  -8.10991  -5.63688  -0.88372  0.12
H  -8.48667  -3.43874  1.38208  0.12
H  -8.51431  -3.24943  -0.35825  0.12
H  -6.24708  -2.64479  0.31575  0.12
H  -6.06318  -3.98789  -0.47583  0.11
H  -3.69582  -4.45141  2.18667  0.10
H  -4.13072  -3.04607  1.44608  0.07
H  -4.03330  -4.59763  0.40125  0.09
C  0.56900  1.64049  -1.45549  -0.08
C  0.31620  0.13883  -1.57283  -0.21
C  0.05629  -0.61896  -0.23786  -0.08
N  0.02292  -2.21994  -0.33198  -0.17
C  -0.58404  -2.61127  1.08263  -0.09
C  -0.35169  -4.12530  1.27194  -0.15
C  1.13608  -4.54740  1.23462  -0.19
C  1.69205  -4.18415  -0.08391  -0.17
C  1.54491  -2.66893  -0.34940  -0.05
C  -0.93097  -2.76223  -1.38987  0.04
H  0.70110  2.15539  -2.40709  0.06
H  1.52128  1.82901  -0.95979  0.07
H  -0.25537  2.10071  -0.91078  0.06
H  1.17655  -0.39205  -1.98036  0.10
H  -0.46753  -0.02990  -2.31134  0.09
H  -0.98158  -0.43495  0.03978  0.10
H  0.76095  -0.26306  0.51373  0.12
H  0.04757  -2.10746  1.81430  0.11
H  -1.63927  -2.33967  1.11155  0.11
H  -0.75969  -4.34959  2.25750  0.09
H  -1.02899  -4.57814  0.54786  0.11
H  1.57462  -3.93783  2.02469  0.09
H  1.22978  -5.60492  1.48155  0.13
H  2.73610  -4.40580  -0.30512  0.11
H  1.14941  -4.76181  -0.83222  0.12
H  2.02903  -2.13825  0.47041  0.10
H  1.98039  -2.49236  -1.33291  0.13
H  -0.43548  -2.39440  -2.28836  0.10
H  -1.90748  -2.28266  -1.32256  0.08
H  -0.97377  -3.84963  -1.45179  0.08
C  1.42457  4.07200  -5.12900  -0.06
C  1.57186  5.52606  -5.72263  -0.19
C  0.74571  5.52972  -7.02305  -0.14
N  0.66079  6.92676  -7.73744  -0.23
C  -0.20339  6.56626  -8.97031  -0.10
C  -0.15998  7.74382  -9.96362  -0.15
C  1.29791  8.30022  -10.31886  -0.14
C  2.15967  8.59940  -9.04414  -0.15
C  2.13172  7.38392  -8.11158  -0.08
C  -0.01833  7.99214  -6.86313  0.04
H  2.12105  3.42828  -5.66628  0.09
H  0.46259  3.56000  -5.15281  0.06
H  1.79015  3.98433  -4.10588  0.04
H  2.55839  5.89195  -6.00720  0.10
H  1.15465  6.30962  -5.09011  0.09
H  -0.29832  5.29384  -6.81698  0.12
H  1.09523  4.82154  -7.77434  0.13
H  0.06836  5.61521  -9.42831  0.14
H  -1.23038  6.48369  -8.61450  0.13
H  -0.72776  7.45147  -10.84694  0.12
H  -0.77587  8.59865  -9.68429  0.11
H  1.77471  7.60138  -11.00618  0.11
H  1.13814  9.18479  -10.93537  0.11
H  3.20383  8.74515  -9.32089  0.12
H  1.84908  9.55048  -8.61161  0.11
H  2.60909  6.54402  -8.61634  0.14
H  2.61802  7.60878  -7.16235  0.12
H  -0.19869  8.85980  -7.49773  0.10
H  0.56580  8.26329  -5.98370  0.10
H  -0.89425  7.47143  -6.47619  0.11
C  -1.77770  -3.19324  7.99431  -0.11
C  -1.11768  -4.16458  7.08289  -0.22
C  0.43165  -3.85617  7.03381  -0.10
N  1.26655  -4.90441  6.25885  -0.19
C  2.75884  -4.46589  6.60355  -0.08
C  3.86009  -5.45011  6.27256  -0.20
C  3.58243  -6.87492  6.73027  -0.15
C  2.16549  -7.28731  6.22634  -0.16
C  1.03677  -6.38308  6.76007  -0.07
C  0.92862  -4.91161  4.72906  0.03
H  -1.41657  -3.22830  9.02216  0.09
H  -2.86418  -3.18024  7.90783  0.08
H  -1.61821  -2.16308  7.67585  0.07
H  -1.53798  -4.03089  6.08610  0.09
H  -1.37970  -5.20745  7.26144  0.11
H  0.90535  -3.89609  8.01469  0.12
H  0.72096  -2.83575  6.78248  0.13
H  2.95711  -4.35357  7.66947  0.14
H  2.92661  -3.53451  6.06273  0.12
H  4.83483  -5.05459  6.55814  0.13
H  3.82219  -5.53431  5.18648  0.08
H  3.58382  -6.77983  7.81611  0.12
H  4.35794  -7.57965  6.43020  0.13
H  1.91157  -8.27304  6.61615  0.12
H  2.07021  -7.57240  5.17861  0.12
H  1.15630  -6.27996  7.83857  0.14
H  0.07906  -6.81595  6.47106  0.13
H  1.06717  -3.86861  4.44437  0.09
H  -0.11007  -5.04750  4.42778  0.10
H  1.68226  -5.53566  4.24878  0.09
C  1.33355  5.81613  -1.50220  -0.08
C  2.33735  6.49366  -0.54349  -0.20
C  3.70149  6.87929  -1.22190  -0.10
N  4.88028  7.04970  -0.27021  -0.24
C  6.16121  7.31518  -1.09973  -0.06
C  6.24538  8.77200  -1.73885  -0.15
C  6.03056  9.89458  -0.68148  -0.15
C  4.63773  9.57438  0.02647  -0.13
C  4.66277  8.19633  0.73771  -0.10
C  5.04564  5.80953  0.60723  0.02
H  1.62952  4.81143  -1.80399  0.06
H  0.97767  6.39265  -2.35606  0.07
H  0.44108  5.80985  -0.87646  0.07
H  2.39450  5.76399  0.26423  0.09
H  1.87321  7.31118  0.00818  0.11
H  3.63360  7.71939  -1.91308  0.12
H  4.02777  6.12206  -1.93481  0.12
H  6.21853  6.54434  -1.86824  0.13
H  7.03846  7.16864  -0.46961  0.13
H  5.58577  8.76669  -2.60660  0.10
H  7.19602  8.90505  -2.25526  0.12
H  6.07616  10.88779  -1.12819  0.11
H  6.91744  9.91944  -0.04829  0.12
H  3.78006  9.64958  -0.64198  0.11
H  4.61596  10.33945  0.80254  0.12
H  3.71599  7.98436  1.23447  0.12
H  5.47140  8.17355  1.46826  0.14
H  4.19053  5.65927  1.26626  0.09
H  5.87341  6.02136  1.28399  0.10
H  5.35359  4.93077  0.04060  0.09
C  5.59454  -0.57139  -0.62287  -0.08
C  5.23192  -1.18409  0.72802  -0.24
C  6.33571  -2.10175  1.28423  -0.07
N  5.92659  -2.88790  2.59077  -0.19
C  7.06449  -3.74674  3.20042  -0.07
C  7.28080  -5.05265  2.34301  -0.14
C  5.97713  -5.81578  2.15096  -0.17
C  4.85735  -4.91082  1.60263  -0.17
C  4.62352  -3.74505  2.54619  -0.10
C  5.63249  -1.80232  3.65126  0.02
H  4.79969  0.04286  -1.04595  0.08
H  5.88717  -1.46889  -1.16781  0.08
H  6.42929  0.12853  -0.58522  0.09
H  4.24203  -1.63752  0.67681  0.08
H  5.08146  -0.24767  1.26522  0.11
H  7.15977  -1.44641  1.56629  0.14
H  6.81684  -2.75932  0.56020  0.13
H  8.01216  -3.21095  3.25462  0.14
H  6.71393  -4.06671  4.18165  0.12
H  7.82333  -4.86857  1.41572  0.12
H  7.99814  -5.61985  2.93614  0.12
H  6.06165  -6.56416  1.36299  0.12
H  5.70276  -6.38657  3.03810  0.11
H  5.05196  -4.59132  0.57884  0.12
H  3.93448  -5.45664  1.40647  0.10
H  3.79936  -3.04631  2.40258  0.10
H  4.28903  -4.20889  3.47412  0.11
H  5.23285  -2.29037  4.54019  0.10
H  4.80869  -1.14440  3.37451  0.08
H  6.54671  -1.24117  3.84474  0.11
O  1.63889  1.03299  4.04953  0.06
C  1.97831  -0.24397  3.87489  -0.92
O  2.29000  -0.60418  2.73209  -0.04
O  1.94071  -0.90212  4.89790  -0.03
H  1.52848  1.04526  5.00307  0.10
O  -2.83910  -5.97698  -3.21133  0.08
C  -2.27461  -6.29692  -2.07124  -0.95
O  -1.00742  -6.27614  -2.10432  -0.08
O  -2.93142  -6.46065  -1.07983  -0.01
H  -1.95940  -6.04777  -3.58913  0.09
O  -5.05020  0.74585  -0.08166  0.08
C  -3.91827  0.25929  -0.61997  -0.91
O  -3.54963  -0.82539  -0.12374  -0.08
O  -3.40014  0.78030  -1.57724  0.01
H  -4.99653  0.03040  0.55620  0.07
O  3.82193  2.58909  -2.60902  0.04
C  5.12851  2.71371  -2.63663  -0.93
O  5.48502  3.74740  -2.08418  -0.05
O  5.81271  1.79383  -3.11906  -0.02
H  3.65360  3.30554  -1.99260  0.06

---

(2)
DFT (ωB97M-V/def2-TZVPD) results for C55H61N3O5P2RbSTe2 as an isolated structure.

As for the gap between HOMO and LUMO (alpha / beta): 5.7 / 5.7 eV. Its total charge is -2. Its expectation value of S² is 0.76. As for the LUMO energy (alpha / beta): 0.1268 / 0.1267 Eh. The spin multiplicity is 2. Its total energy is -117390.4492 eV.

Last column: Löwdin charge in e.
Element x y z (Å)
Rb  -0.22867  1.05634  1.11159  0.62
Te  -3.89083  -3.44858  0.29973  1.24
C  -3.50417  -5.53203  0.36450  -0.54
C  -4.30545  -6.45274  -0.31021  -0.15
C  -3.99919  -7.80065  -0.23738  -0.19
N  -2.97130  -8.30008  0.44589  0.03
C  -2.20964  -7.41409  1.08759  -0.17
C  -2.42769  -6.04782  1.07855  -0.14
C  -2.17518  -2.78808  1.25739  -1.06
P  -2.19547  -1.67398  2.59832  0.86
C  -2.79339  -2.47497  4.12419  -0.36
C  -3.44830  -3.70533  4.14872  -0.09
C  -3.80639  -4.28809  5.35595  -0.10
C  -3.51294  -3.64887  6.55280  -0.12
C  -2.85100  -2.42926  6.53920  -0.10
C  -2.48144  -1.84818  5.33372  -0.11
C  -3.56175  -0.46793  2.32500  -0.36
C  -4.39219  0.01031  3.33926  -0.09
C  -5.36610  0.96253  3.07166  -0.11
C  -5.51783  1.47226  1.78813  -0.11
C  -4.68256  1.02093  0.77468  -0.08
C  -3.71800  0.06224  1.04480  -0.15
P  -0.81392  -2.24199  0.22680  0.83
C  -0.74605  -3.43108  -1.17434  -0.39
C  -1.31053  -3.02570  -2.38306  -0.13
C  -1.31876  -3.86836  -3.48477  -0.10
C  -0.75537  -5.13244  -3.39366  -0.11
C  -0.18760  -5.54781  -2.19726  -0.09
C  -0.18394  -4.70310  -1.09765  -0.09
C  0.69898  -2.76048  1.13835  -0.39
C  0.66935  -3.57402  2.26925  -0.11
C  1.83966  -3.89132  2.94309  -0.10
C  3.05704  -3.40254  2.49376  -0.09
C  3.09831  -2.59543  1.36474  -0.09
C  1.92647  -2.26914  0.69922  -0.11
H  -5.15547  -6.13119  -0.90214  0.08
H  -4.61641  -8.52369  -0.76571  0.09
H  -1.36925  -7.82123  1.64465  0.10
H  -1.77026  -5.37069  1.61119  0.07
H  -3.66609  -4.20491  3.21372  0.06
H  -4.31264  -5.24669  5.36158  0.09
H  -3.79007  -4.10710  7.49557  0.09
H  -2.60273  -1.93037  7.46919  0.10
H  -1.94790  -0.90155  5.31985  0.09
H  -4.28886  -0.36824  4.34752  0.09
H  -6.00700  1.31118  3.87414  0.10
H  -6.27052  2.22364  1.58120  0.10
H  -4.76285  1.41589  -0.23014  0.10
H  -3.08449  -0.27218  0.22907  0.07
H  -1.75747  -2.03897  -2.45062  0.10
H  -1.77039  -3.53676  -4.41308  0.09
H  -0.76101  -5.79509  -4.25151  0.09
H  0.24627  -6.53785  -2.11563  0.10
H  0.26011  -5.03575  -0.16690  0.10
H  -0.29314  -3.92312  2.62650  0.08
H  1.79841  -4.50232  3.83764  0.10
H  3.96796  -3.62643  3.03537  0.10
H  4.04778  -2.20404  1.01524  0.10
H  1.96015  -1.61867  -0.17026  0.09
S  3.54613  2.29004  3.89343  0.46
C  2.86899  0.81832  4.48127  -0.84
C  3.50683  0.09168  5.51478  -0.14
C  2.94444  -1.07183  5.98508  -0.11
C  1.74778  -1.52721  5.43114  -0.10
C  1.17969  -0.76473  4.42818  -0.18
N  1.70342  0.37246  3.96006  0.00
H  4.43410  0.47490  5.91587  0.08
H  3.43537  -1.62581  6.77945  0.09
H  1.26531  -2.43914  5.76012  0.09
H  0.24716  -1.07539  3.96618  0.06
O  -2.68587  3.21150  2.99724  -0.07
H  -3.44829  2.62558  2.99001  0.01
H  -2.52923  3.39344  2.04194  0.00
O  -2.67859  1.47412  -1.69442  -0.08
H  -2.56115  2.12749  -0.97404  -0.02
H  -1.94533  1.68596  -2.28003  0.01
O  2.84134  1.05951  1.01822  -0.21
H  3.17254  0.16143  1.09795  0.00
H  3.05438  1.47003  1.88476  -0.10
O  -1.07310  1.32458  4.32759  -0.11
H  -0.11086  1.42728  4.28567  0.00
H  -1.47253  2.11742  3.92995  -0.01
C  -0.89013  5.41883  -0.03727  -0.02
C  -1.15384  3.92724  -0.17983  -0.74
O  -2.22725  3.44453  0.32656  -0.15
N  -0.34676  3.15468  -0.81974  -0.15
Te  1.89459  3.38497  -1.53808  1.57
C  3.62111  4.11600  -2.69070  -0.37
C  4.41672  3.25161  -3.45438  -0.29
C  4.13759  1.77626  -3.52296  -0.06
C  5.51062  3.75680  -4.15729  -0.03
C  5.85220  5.09894  -4.11221  -0.28
C  7.02898  5.63353  -4.88302  -0.07
C  5.07974  5.94054  -3.32152  -0.03
C  3.98106  5.46939  -2.61051  -0.33
C  3.20320  6.43827  -1.76072  -0.10
C  0.96822  2.62772  -3.29157  -0.38
C  0.63848  1.27059  -3.38360  -0.31
C  0.87776  0.24235  -2.31381  -0.09
C  0.00467  0.80615  -4.54046  -0.02
C  -0.31155  1.64388  -5.59553  -0.27
C  -0.99108  1.12303  -6.83120  -0.06
C  0.00508  2.99142  -5.47320  -0.02
C  0.62754  3.49618  -4.33803  -0.28
C  0.88807  4.97413  -4.25220  -0.07
H  -1.40176  5.78741  0.85080  0.08
H  -1.30194  5.93396  -0.90818  0.08
H  0.17562  5.63556  0.01618  0.05
H  3.97293  1.36666  -2.52386  0.07
H  4.97478  1.24832  -3.98308  0.07
H  3.23885  1.56481  -4.10582  0.07
H  6.11550  3.07389  -4.74716  0.11
H  7.56626  4.82810  -5.38505  0.07
H  7.73321  6.14921  -4.22644  0.07
H  6.71128  6.34913  -5.64545  0.07
H  5.34056  6.99310  -3.25053  0.11
H  3.61609  7.44444  -1.85260  0.07
H  3.23083  6.15711  -0.70584  0.07
H  2.14903  6.46455  -2.04763  0.05
H  1.57822  0.56708  -1.54298  0.02
H  1.26782  -0.67488  -2.76284  0.09
H  -0.06068  -0.03155  -1.82190  0.04
H  -0.24786  -0.24869  -4.60023  0.12
H  -1.20941  0.05895  -6.73763  0.07
H  -0.36486  1.26232  -7.71587  0.07
H  -1.93341  1.64466  -7.01215  0.08
H  -0.25641  3.67651  -6.27470  0.11
H  0.35312  5.50355  -5.04243  0.07
H  1.95300  5.20336  -4.34243  0.07
H  0.55335  5.35938  -3.28623  0.05